Entry 1:
Density functional theory data (ωB97M-V with the def2-TZVPD basis set) for C16H20ClN3O6S as an isolated structure at a distorted geometry.

Each line ends with the Löwdin charge.
Atoms and positions in Å:
C 1.20712 1.97934 -2.28784  -0.27
H 0.56910 2.22989 -1.43930  0.00
H 0.40195 1.83979 -3.11546  0.05
H 2.01347 2.56858 -2.55307  -0.01
S 1.96049 0.17690 -2.27985  0.85
C 0.58081 -0.77086 -2.18444  -0.65
C 0.48032 -1.49556 -0.91655  -0.24
H 1.26699 -2.31817 -0.67193  0.14
H -0.41784 -2.51444 -1.03556  0.20
C -0.08194 -0.81842 0.30924  -0.35
N -1.27711 -0.19493 0.35755  0.07
C -2.41853 -0.91620 0.17800  -0.46
O -2.60926 -2.01213 -0.02479  0.19
C -3.71672 0.14022 0.08824  -0.12
C -4.78832 -0.30027 0.74009  -0.04
C -5.84477 0.66916 0.77981  0.08
C -6.00649 1.74033 -0.25989  -0.17
C -4.89152 2.03739 -0.97422  -0.05
C -3.92374 1.13094 -0.82960  -0.42
Cl -2.47275 1.69171 -1.88699  0.65
H -5.01496 2.68966 -1.67582  0.07
N -7.09906 2.51139 -0.03107  -0.28
O -8.13120 2.13950 0.68408  0.03
O -7.16708 3.46612 -0.86892  0.06
H -6.86038 0.04749 1.45168  0.22
H -4.78281 -1.03544 1.46375  0.10
H -1.19946 0.93738 0.00638  0.19
C 0.92821 0.14265 0.83397  -0.32
O 0.86193 1.49574 0.72178  -0.03
O 2.13775 -0.25100 1.03378  0.01
C 3.18204 0.48315 1.41313  -0.13
H 2.88861 1.23756 1.93858  0.08
H 3.52317 1.03956 0.43380  0.18
C 4.41621 -0.15515 1.89717  -0.49
O 4.83170 0.24326 3.03729  -0.01
N 4.82967 -1.24938 1.57250  -0.15
C 4.41849 -1.90861 0.04644  0.14
H 3.94556 -0.79225 -0.35010  0.13
H 3.87517 -2.65378 0.29766  0.00
H 5.46068 -2.01143 -0.30810  0.08
C 5.91534 -1.79387 2.00120  -0.19
H 6.31643 -1.36461 3.16101  0.18
H 5.74326 -3.00044 2.15061  0.13
H 6.93698 -1.90909 1.30208  0.13
H -0.06920 -1.63029 1.25515  0.23
H 0.49553 -1.44096 -3.07475  0.09
H -0.41383 -0.10043 -2.38673  0.10

## Properties
2S+1 = 1
relative energy (zero: lowest compared OMol25 entry of this formula, charge and spin) = 390.9 kcal per mole
E_tot = -2095.213107 a.u.
LUMO energy = -1.84 eV
HOMO level = -0.33028 Ha



Entry 2:
Density functional theory data (ωB97M-V with the def2-TZVPD basis set) for one molecule with the formula C16H20ClNO3S.

Each line ends with the Löwdin charge.
Atoms and positions in Å:
C 2.89616 -4.58635 -2.29014  -0.06
C 1.68783 -4.16108 -3.11129  -0.21
O 1.28939 -2.82418 -2.79644  0.00
C 0.50677 -2.65139 -1.72963  -0.47
O 0.08514 -3.55335 -1.05258  0.11
C 0.26107 -1.16973 -1.50321  -0.21
C -1.11649 -0.88603 -0.89675  -0.12
C -1.19839 -1.34074 0.56325  -0.16
N -0.12919 -0.74521 1.33017  -0.05
C -0.22292 0.20496 2.27429  -0.52
O 0.75733 0.68563 2.82047  0.03
C -1.61218 0.66796 2.68723  -0.34
S -2.53058 1.53234 1.36778  0.97
C -1.76573 3.12194 1.24059  -0.52
C -0.57546 3.46888 1.86403  -0.07
C -0.06301 4.74413 1.69810  -0.10
C -0.73260 5.66311 0.90848  -0.68
Cl -0.08444 7.25373 0.70463  0.66
C -1.91869 5.32035 0.27547  -0.11
C -2.43218 4.05144 0.44515  -0.12
C 1.18083 -1.13076 0.84484  -0.12
C 1.36523 -0.62130 -0.58311  -0.10
H 3.71805 -3.89048 -2.44059  0.08
H 2.63984 -4.60879 -1.23369  0.07
H 3.21203 -5.57961 -2.59529  0.08
H 1.92176 -4.14303 -4.17728  0.12
H 0.84496 -4.83397 -2.92385  0.12
H 0.34454 -0.68379 -2.47980  0.15
H -1.89035 -1.39733 -1.47009  0.13
H -1.30652 0.18820 -0.94587  0.10
H -2.17107 -1.07377 0.97081  0.09
H -1.08301 -2.42797 0.60582  0.12
H -2.24570 -0.17284 2.96916  0.08
H -1.51686 1.34533 3.53571  0.09
H -0.02634 2.76660 2.46949  0.09
H 0.86114 5.01642 2.18287  0.11
H -2.43433 6.04108 -0.33910  0.11
H -3.35631 3.76841 -0.03544  0.10
H 1.92865 -0.69506 1.50934  0.12
H 1.25667 -2.22173 0.87510  0.13
H 2.34710 -0.91134 -0.95937  0.12
H 1.30789 0.46930 -0.57926  0.13

## Properties
2S+1 = 1
relative energy (zero: lowest compared OMol25 entry of this formula, charge and spin) = 0.0 kcal per mole
E_tot = -1760.592324 a.u.
LUMO energy = 0.65 eV
HOMO level = -0.30124 Ha